[1]
62
Properties=species:S:1:pos:R:3 method="wB97M-V/def2-TZVPD" lumo_ha="0.0145 / -0.0300" e_above_lowest_kcal_mol=89.3 multiplicity=4 total_charge=0 gap_ev="6.213 / 5.691" s2=3.787
Tc 0.04 -0.23 -0.16
P 0.45 -1.61 -1.82
P -0.68 1.54 2.00
N 1.69 0.53 0.11
H -0.63 0.95 -1.10
C 0.27 -1.17 -3.59
H 0.60 -1.99 -4.25
H 0.89 -0.30 -3.81
H -0.77 -0.94 -3.83
C -0.39 -3.23 -1.74
H -0.09 -3.88 -2.57
H -1.48 -3.12 -1.75
H -0.12 -3.73 -0.80
C 2.21 -2.12 -1.76
H 2.42 -2.88 -2.52
H 2.44 -2.53 -0.77
H 2.85 -1.25 -1.93
C -1.37 3.19 1.53
H -1.68 3.75 2.41
H -2.34 3.17 0.94
H -0.68 3.73 0.86
C -1.96 0.79 3.06
H -2.27 1.52 3.81
H -1.59 -0.13 3.51
H -2.86 0.47 2.51
C 0.78 1.91 3.06
H 0.36 2.57 3.86
H 1.52 2.42 2.40
H 1.14 0.93 3.44
C 3.04 0.75 0.29
C 5.10 1.92 -0.34
C 3.74 1.70 -0.53
C 3.78 0.02 1.28
C 5.14 0.26 1.46
C 5.78 1.21 0.66
H 5.60 2.66 -0.97
H 3.14 2.22 -1.28
H 3.22 -0.72 1.88
H 5.68 -0.29 2.23
H 6.85 1.39 0.80
C -3.11 -1.10 -0.55
O -2.05 -1.36 0.12
C -3.12 -0.63 -1.99
H -4.11 -0.30 -2.35
H -2.74 -1.44 -2.63
H -2.46 0.24 -2.19
C -4.38 -1.54 0.10
H -5.15 -0.79 0.11
H -4.18 -1.79 1.15
H -4.78 -2.37 -0.48
Te -2.55 1.49 -0.19
C -4.45 1.59 0.66
C -4.79 1.65 2.01
C -6.08 1.23 2.33
C -6.98 0.88 1.33
C -6.64 1.02 -0.02
C -5.34 1.36 -0.39
H -4.10 1.98 2.78
H -6.35 1.21 3.37
H -7.95 0.48 1.59
H -7.34 0.81 -0.82
H -5.00 1.43 -1.43

[2]
100
Properties=species:S:1:pos:R:3 method="wB97M-V/def2-TZVPD" lumo_ha=0.0007 e_above_lowest_kcal_mol=38.5 total_charge=0 gap_ev=4.451
Cs -0.02 0.48 -0.29
C -4.04 0.14 3.58
O -2.90 0.83 4.13
C -1.96 0.83 3.14
N -2.28 0.37 2.01
C -3.70 0.00 2.08
C -4.57 0.87 1.19
C -5.94 0.63 1.15
C -6.78 1.41 0.37
C -6.24 2.44 -0.40
C -4.87 2.66 -0.40
C -4.04 1.87 0.39
C -0.66 1.44 3.55
C -0.65 2.24 4.69
C 0.55 2.80 5.08
C 1.69 2.50 4.36
C 1.58 1.67 3.25
N 0.42 1.17 2.83
C 2.82 1.22 2.56
N 2.93 0.57 1.48
C 4.36 0.22 1.33
C 5.04 0.95 2.51
O 3.95 1.49 3.28
C 4.93 0.58 -0.01
C 5.38 -0.42 -0.86
C 5.94 -0.10 -2.10
C 6.05 1.22 -2.48
C 5.60 2.23 -1.64
C 5.04 1.91 -0.41
H -4.92 0.74 3.78
H -4.11 -0.82 4.09
H -3.81 -1.03 1.76
H -6.36 -0.17 1.75
H -7.85 1.23 0.38
H -6.91 3.08 -0.97
H -4.43 3.44 -1.01
H -2.97 2.04 0.37
H -1.56 2.42 5.25
H 0.61 3.45 5.95
H 2.66 2.88 4.65
H 4.43 -0.86 1.45
H 5.68 1.77 2.18
H 5.61 0.28 3.16
H 5.28 -1.46 -0.57
H 6.27 -0.89 -2.76
H 6.47 1.48 -3.45
H 5.65 3.26 -1.96
H 4.66 2.70 0.22
N -2.37 -1.80 -1.87
C -3.42 -0.80 -1.71
C -4.83 -1.23 -2.11
C -5.02 -1.56 -3.59
C -6.34 -1.04 -4.17
N -6.52 0.40 -4.00
C -5.73 1.31 -4.57
N -5.07 1.02 -5.70
N -5.71 2.57 -4.10
C -2.96 0.55 -2.37
O -3.74 1.08 -3.20
O -1.87 0.98 -1.97
H -2.25 -2.11 -2.82
H -2.50 -2.61 -1.27
H -3.45 -0.57 -0.64
H -5.49 -0.41 -1.81
H -5.13 -2.09 -1.50
H -4.99 -2.64 -3.76
H -4.19 -1.13 -4.16
H -7.19 -1.52 -3.68
H -6.44 -1.27 -5.23
H -6.94 0.69 -3.13
H -4.96 0.05 -5.92
H -4.24 1.56 -5.86
H -5.90 2.63 -3.11
H -4.86 3.07 -4.32
C 2.26 -4.00 -2.18
C 1.18 -2.97 -1.93
C 1.02 -1.90 -2.95
O 0.52 -3.00 -0.90
H 2.10 -4.49 -3.14
H 2.27 -4.73 -1.37
H 3.22 -3.49 -2.24
H 1.18 -2.27 -3.97
H 1.75 -1.09 -2.77
H 0.06 -1.40 -2.87
C 3.32 4.41 -3.14
Ge 1.97 3.00 -2.67
C 1.47 3.57 -0.82
C 0.41 3.51 -3.79
C 2.30 1.15 -2.73
H 2.84 5.36 -3.37
H 3.91 4.09 -4.01
H 4.01 4.58 -2.31
H 1.30 4.64 -0.77
H 2.26 3.30 -0.11
H 0.55 3.07 -0.52
H 0.13 4.55 -3.64
H -0.44 2.87 -3.54
H 0.65 3.36 -4.84
H 3.17 0.89 -2.11
H 2.50 0.83 -3.76

[3]
49
Properties=species:S:1:pos:R:3 method="wB97M-V/def2-TZVPD" lumo_ha=-0.0836 e_above_lowest_kcal_mol=0.0 total_charge=+1 gap_ev=9.496
C -4.18 1.25 1.24
H -4.86 0.65 0.65
H -4.56 1.31 2.26
H -4.16 2.25 0.82
C -2.79 0.62 1.24
C -2.23 0.50 -0.15
C -2.00 1.62 -0.93
C -1.49 1.51 -2.21
C -1.20 0.26 -2.74
C -1.41 -0.87 -1.96
C -1.92 -0.75 -0.68
H -2.10 -1.64 -0.10
H -1.19 -1.85 -2.36
H -0.82 0.16 -3.74
H -1.33 2.39 -2.81
H -2.24 2.60 -0.55
H -2.88 -0.39 1.67
C -1.82 1.44 2.11
N -0.45 1.05 1.83
C -0.03 -0.21 2.40
H 0.30 -0.10 3.45
C 1.11 -0.76 1.53
N 1.65 0.35 0.71
H 0.88 0.63 0.09
C 1.91 1.52 1.59
H 2.45 2.28 1.04
C 0.55 2.06 2.09
H 0.63 2.33 3.15
H 0.28 2.96 1.53
H 2.53 1.19 2.42
C 2.84 -0.04 -0.09
C 2.51 -1.12 -1.08
C 2.77 -2.46 -0.80
C 2.47 -3.44 -1.72
C 1.92 -3.10 -2.95
C 1.66 -1.77 -3.24
C 1.95 -0.78 -2.31
H 1.76 0.25 -2.55
H 1.25 -1.50 -4.20
H 1.70 -3.86 -3.67
H 2.68 -4.47 -1.50
H 3.22 -2.73 0.15
H 3.62 -0.38 0.60
H 3.20 0.85 -0.61
H 0.75 -1.53 0.84
H 1.92 -1.17 2.14
H -0.87 -0.91 2.39
H -1.92 2.49 1.85
H -2.07 1.34 3.17

[4]
22
Properties=species:S:1:pos:R:3 method="wB97M-V/def2-TZVPD" lumo_ha="-0.1159 / -0.3288" e_above_lowest_kcal_mol=60.2 multiplicity=2 total_charge=+1 gap_ev="10.537 / 4.743" s2=0.755
C 2.82 0.77 -0.30
C 1.59 0.18 -0.96
C 0.87 -0.78 -0.02
C -0.38 -1.29 -0.75
C 0.40 -0.29 1.34
N 0.55 1.30 -1.48
H 3.25 1.59 -0.99
H 2.84 1.19 0.72
H 3.67 0.00 -0.43
H 1.86 -0.42 -1.79
H 1.47 -1.60 0.34
H -0.09 -1.99 -1.61
H -1.18 -0.63 -1.13
H -1.00 -1.94 -0.10
H 1.03 0.15 2.11
H -0.37 0.61 1.09
H -0.31 -1.01 1.77
H -0.03 0.70 -2.09
H 0.03 1.69 -0.70
H -6.37 0.51 1.27
H -5.26 0.62 2.35
O -5.39 0.65 1.36